1.
{
  "formula": "C6H10N2O3",
  "method": "ωB97M-V with the def2-TZVPD basis set",
  "symbols": ["C", "C", "C", "C", "C", "C", "N", "N", "O", "O", "O", "H", "H", "H", "H", "H", "H", "H", "H", "H", "H"],
  "coordinates": [[1.2708, 1.6328, 0.2298], [2.8368, 0.2185, 0.0480], [0.6745, 0.4010, 0.0565], [1.5216, -1.8852, -0.1461], [-2.3416, 1.7059, -0.1995], [-1.5820, -0.4051, 0.0892], [2.6165, 1.4960, 0.1418], [1.6662, -0.4949, 0.0075], [-1.4897, -1.4766, 1.0105], [-1.6946, -0.8509, -1.1495], [-2.3252, 0.6045, 0.6458], [0.9142, 2.5789, 0.2997], [3.8863, -0.0627, -0.0668], [2.2985, -2.2846, 0.3524], [0.6687, -2.0700, 0.4184], [1.6117, -2.3267, -1.2097], [-1.4394, 2.1611, -0.3205], [-2.8441, 2.4300, 0.2880], [-2.9374, 1.6081, -1.0791], [-1.0939, -1.3232, 1.8399], [-2.2180, -1.6568, -1.2561]],
  "forces_ev_per_angstrom": [[0.382, -2.363, -0.888], [1.049, 0.392, -0.392], [-4.048, 0.641, 0.698], [-0.355, -0.004, -2.807], [-1.635, -0.381, -0.561], [3.474, -0.711, 3.890], [0.398, 0.223, 0.574], [1.801, 0.975, -0.989], [-1.422, 0.101, -3.365], [-0.479, 0.907, -0.554], [1.157, -2.223, -1.397], [-1.531, 2.418, 0.256], [-0.694, -0.996, 0.081], [2.749, -1.786, 1.783], [-1.778, -1.332, 0.157], [-0.798, 1.016, 1.451], [3.042, 0.436, -0.918], [-2.028, 2.342, 2.157], [0.131, -0.747, -1.039], [0.652, 1.211, 1.353], [-0.067, -0.120, 0.509]],
  "e_tot_ev": -15502.0085,
  "total_charge": 0,
  "lumo_ev": 0.3075,
  "largest_force_ev_per_a": 5.264,
  "e_above_lowest_ev": 5.9980
}



2.
{
  "formula": "C6H10N2O4S2",
  "method": "ωB97M-V with the def2-TZVPD basis set",
  "symbols": ["C", "C", "C", "C", "C", "C", "N", "N", "O", "O", "O", "O", "S", "S", "H", "H", "H", "H", "H", "H", "H", "H", "H", "H"],
  "coordinates": [[4.3600, 0.5742, -1.7722], [3.7134, -0.1279, -0.7800], [3.4881, 2.6869, -1.4860], [-1.8329, 1.1018, 0.2362], [-1.8443, -1.4617, 0.8433], [-1.0810, -0.2506, 0.3371], [4.2708, 1.8654, -1.9652], [3.4718, -0.6805, 0.2634], [1.4612, 1.3410, -1.9773], [1.3711, 0.9504, 0.5873], [-0.0403, 0.5242, 2.7360], [1.1807, -1.2297, 1.4359], [1.5912, 2.1419, -0.7565], [0.4064, 0.0008, 1.4876], [4.9418, -0.0392, -2.4152], [3.6649, 3.7104, -1.6562], [-2.5436, 1.0556, -0.6187], [-2.2443, 1.2905, 1.1691], [-0.9777, 1.8321, 0.0617], [-2.6906, -1.6388, 0.1478], [-2.3465, -1.4153, 1.8490], [-1.1191, -2.2206, 0.7849], [-0.5849, -0.3171, -0.6442], [2.5589, -0.9764, 0.5259]],
  "forces_ev_per_angstrom": [[-0.624, -3.199, 0.729], [1.199, 0.088, 1.519], [-0.747, 1.179, -1.092], [2.475, -0.736, -1.605], [-1.495, 0.935, -0.450], [0.630, 1.794, 0.846], [0.080, 1.206, 0.639], [1.789, 1.376, -2.574], [-1.281, -1.452, -0.048], [-2.140, -0.732, 2.333], [0.344, 0.325, 0.100], [-0.554, -0.385, 0.847], [2.162, 1.349, -0.821], [-0.428, -0.428, -3.096], [0.220, -0.217, -0.816], [0.400, 1.564, 0.497], [0.434, 0.295, 0.760], [-1.260, 0.716, 1.537], [-1.591, -0.331, -0.083], [0.593, -0.183, 0.154], [1.015, 0.401, -0.782], [0.360, -1.642, 0.214], [-0.090, -0.955, 0.371], [-1.491, -0.970, 0.822]],
  "e_tot_ev": -39217.0130,
  "multiplicity": 3,
  "s2": 2.011,
  "total_charge": 0,
  "lumo_ev": [-0.0439, -2.8701],
  "largest_force_ev_per_a": 3.423
}



3.
{
  "formula": "C6H10N2O5",
  "method": "ωB97M-V with the def2-TZVPD basis set",
  "symbols": ["N", "C", "C", "O", "N", "C", "C", "C", "O", "O", "C", "O", "O", "H", "H", "H", "H", "H", "H", "H", "H", "H", "H"],
  "coordinates": [[3.2867, -0.9313, -0.8190], [2.9322, -0.1544, 0.5024], [1.4497, -0.3446, 0.7519], [1.0965, -0.3702, 1.9253], [0.6961, -0.2621, -0.4443], [-0.6909, 0.0726, -0.5012], [-1.5658, -0.8141, 0.4002], [-3.0793, -0.6201, -0.0225], [-3.4331, -0.7955, -1.1440], [-4.0578, -0.6604, 0.9662], [-0.7851, 1.6532, 0.0417], [-1.7916, 2.2310, 0.3897], [0.2795, 2.3584, -0.2898], [2.6852, -1.5648, -1.3389], [3.9858, -0.5480, -1.4206], [3.0526, 0.9406, 0.3536], [3.3700, -0.3926, 1.4528], [1.2295, -0.3033, -1.2475], [-0.8768, 0.0799, -1.6117], [-1.3645, -0.4998, 1.4426], [-1.3915, -1.8815, 0.2996], [-4.8626, -0.4328, 0.4856], [-0.1648, 3.2400, -0.1723]],
  "forces_ev_per_angstrom": [[0.438, 0.936, 1.952], [-1.008, -0.837, -3.343], [0.175, 1.056, -0.383], [-1.045, -0.031, -1.559], [-0.187, -1.003, 4.216], [0.658, 1.725, 0.660], [-1.737, 1.680, 0.153], [-0.089, -2.145, 1.747], [0.231, 0.838, -1.439], [1.864, 0.930, -0.198], [-2.062, -1.972, -1.971], [0.246, -1.069, 0.401], [0.054, 1.173, 0.187], [-0.046, 0.290, 1.042], [0.255, 0.343, 0.127], [0.084, -0.640, -0.195], [0.978, -0.829, -0.084], [1.063, 0.244, -1.706], [-0.764, 0.114, 1.286], [-0.325, -0.395, -0.542], [0.233, 0.006, -0.206], [-0.268, -0.233, -0.015], [1.252, -0.181, -0.129]],
  "e_tot_ev": -19601.2964,
  "smiles": "NCC(=O)N[C@@H](CC(=O)O)C(=O)O",
  "total_charge": 0,
  "lumo_ev": 0.4357,
  "largest_force_ev_per_a": 4.337,
  "e_above_lowest_ev": 2.7315
}